Below is the molecule C25H32N2O3S, with properties calculated with wB97M-V/def2-TZVPD.

Geometry (Å):
C: 5.951 -1.347 0.329
O: 5.252 -0.460 -0.509
C: 4.242 0.282 0.027
C: 3.595 1.154 -0.850
C: 2.550 1.936 -0.412
C: 2.109 1.865 0.907
C: 0.929 2.687 1.351
N: -0.286 2.359 0.615
C: -1.133 1.361 1.239
C: -0.486 -0.024 1.376
C: -0.058 -0.600 0.030
C: 0.595 -1.965 0.217
C: -0.385 -2.930 0.892
C: 0.255 -4.282 1.094
O: -0.160 -5.321 0.654
O: 1.367 -4.221 1.840
C: -0.836 -2.356 2.239
C: -1.472 -0.983 2.044
C: -0.732 3.214 -0.332
S: 0.051 4.639 -0.698
N: -1.907 2.986 -0.994
C: -2.398 1.754 -1.522
C: -3.645 1.306 -1.103
C: -4.185 0.127 -1.592
C: -5.528 -0.357 -1.138
C: -3.452 -0.592 -2.529
C: -2.231 -0.128 -2.977
C: -1.680 1.054 -2.493
C: -0.370 1.559 -3.008
C: 2.775 1.020 1.779
C: 3.833 0.232 1.354
H: 5.288 -2.114 0.744
H: 6.453 -0.819 1.145
H: 6.698 -1.823 -0.304
H: 3.938 1.202 -1.871
H: 2.071 2.624 -1.092
H: 1.142 3.748 1.179
H: 0.739 2.536 2.418
H: -2.052 1.262 0.669
H: -1.397 1.719 2.245
H: 0.401 0.057 2.010
H: 0.655 0.072 -0.447
H: -0.930 -0.697 -0.620
H: 0.899 -2.365 -0.752
H: 1.486 -1.862 0.838
H: -1.257 -3.075 0.247
H: 1.742 -5.109 1.949
H: 0.032 -2.270 2.895
H: -1.552 -3.034 2.708
H: -1.783 -0.587 3.013
H: -2.363 -1.078 1.419
H: -2.132 3.783 -1.581
H: -4.192 1.895 -0.379
H: -5.864 0.188 -0.259
H: -6.263 -0.217 -1.930
H: -5.494 -1.420 -0.903
H: -3.850 -1.517 -2.920
H: -1.688 -0.690 -3.723
H: -0.403 2.635 -3.173
H: -0.114 1.069 -3.944
H: 0.428 1.361 -2.293
H: 2.477 0.973 2.818
H: 4.323 -0.413 2.066

HOMO-LUMO gap (eV): 8.43
Spin multiplicity: 1
SMILES: COc1ccc(CN(C[C@H]2CC[C@H](C(=O)O)CC2)C(=S)Nc2cc(C)ccc2C)cc1

=====

Below is a structure of composition C44H61BF4IrN5O2, with properties calculated with wB97M-V/def2-TZVPD.

Geometry (Å):
Ir: 0.690 0.760 -1.553
C: 1.155 -0.417 -4.543
N: 0.571 0.803 -3.972
C: 1.346 1.977 -4.388
C: -0.848 0.932 -4.343
C: -1.785 0.472 -3.236
N: -1.529 1.149 -1.952
C: -1.774 2.616 -2.044
C: -1.375 3.336 -0.793
C: -2.332 3.903 0.035
C: -1.983 4.539 1.218
C: -0.625 4.582 1.527
C: 0.374 4.030 0.727
C: -0.013 3.397 -0.468
O: 0.883 2.850 -1.299
C: 1.846 4.075 1.149
C: 2.054 4.857 2.449
C: 2.354 2.646 1.393
C: 2.694 4.750 0.062
C: -3.065 5.141 2.114
C: -2.483 5.768 3.381
C: -4.052 4.043 2.534
C: -3.824 6.228 1.342
C: -2.419 0.591 -0.912
C: -2.056 -0.748 -0.338
C: -2.841 -1.844 -0.533
C: -2.621 -3.035 0.186
C: -1.637 -3.036 1.205
C: -0.821 -1.975 1.476
C: -0.929 -0.820 0.588
O: -0.078 0.099 0.607
C: 0.167 -1.953 2.634
C: -0.168 -0.741 3.522
C: 0.061 -3.218 3.487
C: 1.619 -1.834 2.150
C: -3.448 -4.290 -0.039
C: -2.503 -5.458 -0.369
C: -4.230 -4.611 1.244
C: -4.439 -4.135 -1.193
H: 1.219 -0.337 -5.636
H: 0.551 -1.280 -4.279
H: 2.152 -0.570 -4.132
H: 1.288 2.119 -5.475
H: 2.390 1.830 -4.111
H: 0.986 2.863 -3.869
H: -1.059 0.335 -5.236
H: -1.049 1.970 -4.609
H: -1.664 -0.601 -3.069
H: -2.823 0.650 -3.553
H: -2.840 2.784 -2.253
H: -1.199 2.996 -2.886
H: -3.376 3.827 -0.257
H: -0.329 5.063 2.445
H: 1.536 4.396 3.293
H: 1.716 5.892 2.360
H: 3.119 4.875 2.685
H: 1.789 2.166 2.195
H: 3.409 2.667 1.682
H: 2.261 2.033 0.499
H: 2.337 5.766 -0.123
H: 2.647 4.198 -0.874
H: 3.733 4.813 0.393
H: -1.958 5.031 3.991
H: -3.290 6.187 3.984
H: -1.788 6.578 3.148
H: -3.537 3.252 3.083
H: -4.539 3.590 1.669
H: -4.832 4.456 3.177
H: -3.142 7.014 1.013
H: -4.592 6.681 1.974
H: -4.315 5.819 0.458
H: -3.440 0.536 -1.314
H: -2.429 1.308 -0.090
H: -3.660 -1.780 -1.237
H: -1.528 -3.939 1.787
H: -1.203 -0.789 3.868
H: -0.022 0.196 2.986
H: 0.483 -0.742 4.398
H: -0.932 -3.336 3.924
H: 0.779 -3.150 4.306
H: 0.300 -4.116 2.914
H: 1.756 -0.984 1.485
H: 1.930 -2.750 1.641
H: 2.269 -1.695 3.018
H: -1.813 -5.664 0.451
H: -1.911 -5.245 -1.256
H: -3.097 -6.357 -0.545
H: -3.568 -4.803 2.089
H: -4.835 -5.506 1.085
H: -4.898 -3.791 1.513
H: -3.927 -3.911 -2.130
H: -5.177 -3.354 -0.996
H: -4.978 -5.073 -1.326
F: 1.344 -3.336 -3.144
B: 0.241 -3.227 -2.299
F: -0.939 -3.595 -2.924
F: 0.476 -3.963 -1.126
F: 0.120 -1.842 -1.896
N: 6.196 -7.853 1.141
C: 5.841 -6.809 0.819
C: 5.396 -5.498 0.416
C: 6.020 -4.367 0.935
C: 5.588 -3.108 0.558
C: 4.548 -2.990 -0.352
C: 3.926 -4.111 -0.887
C: 4.347 -5.367 -0.489
N: 4.084 -1.702 -0.734
C: 4.805 -0.527 -0.853
C: 3.908 0.425 -1.210
N: 2.653 -0.143 -1.303
C: 2.795 -1.413 -1.004
H: 6.830 -4.477 1.642
H: 6.043 -2.224 0.985
H: 3.124 -4.006 -1.607
H: 3.869 -6.248 -0.893
H: 5.870 -0.492 -0.719
H: 4.070 1.470 -1.411
H: 2.009 -2.144 -0.954

<S²>: 6.039
HOMO-LUMO gap (spin up / spin down) (eV): 6.86 / 5.62
Spin multiplicity: 5

=====

Below is a cluster of 2 separate species, C4H10NP in total, with properties calculated with wB97M-V/def2-TZVPD.

Geometry (Å):
C: -0.115 -0.651 -1.104
C: -0.838 -1.706 -1.988
C: 1.360 -0.410 -1.472
C: -0.505 1.568 3.028
N: -0.724 0.001 -0.244
P: 0.796 1.665 1.715
H: -1.911 -1.293 -2.151
H: -0.711 -2.575 -1.387
H: -0.534 -1.727 -3.013
H: 1.930 -1.085 -2.161
H: 1.990 -0.313 -0.599
H: 1.508 0.597 -1.768
H: -0.605 0.523 3.299
H: -1.420 2.201 2.904
H: 0.146 1.938 3.883
H: 0.274 2.949 1.387

HOMO-LUMO gap (spin up / spin down) (eV): 8.91 / 7.59
Spin multiplicity: 1

=====

Below is the molecule C21H21N5O3, with properties calculated with wB97M-V/def2-TZVPD.

Geometry (Å):
C: -1.708 -4.001 -0.117
C: -0.946 -2.718 -0.172
N: -0.442 -2.380 -1.308
N: 0.252 -1.245 -1.490
C: 0.748 -1.142 -2.865
C: 2.262 -0.939 -2.919
C: 0.036 -0.075 -3.723
O: -0.490 -0.375 -4.775
N: 0.086 1.167 -3.225
C: -0.406 2.318 -3.945
C: 0.693 3.303 -4.189
C: 1.725 3.710 -3.395
C: 2.456 4.657 -4.155
C: 1.813 4.753 -5.349
O: 0.746 3.935 -5.379
C: 0.521 -0.303 -0.521
O: 1.123 0.738 -0.761
C: -0.001 -0.683 0.776
N: 0.109 -0.015 1.913
N: -0.525 -0.747 2.826
C: -0.565 -0.269 4.149
C: -0.747 1.096 4.348
C: -0.780 1.601 5.634
C: -0.630 0.753 6.720
C: -0.425 -0.601 6.516
C: -0.385 -1.118 5.233
C: -1.077 -1.880 2.318
C: -1.913 -2.824 3.100
C: -0.748 -1.878 0.966
H: -2.758 -3.807 0.098
H: -1.633 -4.500 -1.078
H: -1.309 -4.648 0.663
H: 0.492 -2.105 -3.318
H: 2.580 -0.926 -3.958
H: 2.549 -0.002 -2.451
H: 2.766 -1.756 -2.407
H: 0.572 1.323 -2.343
H: -0.809 1.972 -4.901
H: -1.215 2.789 -3.370
H: 1.940 3.381 -2.399
H: 3.335 5.187 -3.851
H: 2.004 5.342 -6.224
H: -0.850 1.738 3.488
H: -0.923 2.659 5.789
H: -0.661 1.149 7.723
H: -0.286 -1.260 7.360
H: -0.186 -2.167 5.080
H: -2.708 -3.216 2.470
H: -2.359 -2.323 3.958
H: -1.324 -3.669 3.458

HOMO-LUMO gap (eV): 8.49
Spin multiplicity: 1
SMILES: Cc1nn([C@H](C)C(=O)NCc2ccco2)c(=O)c2nn(-c3ccccc3)c(C)c12

=====

Below is the molecule CH5N3O, with properties calculated with wB97M-V/def2-TZVPD.

Geometry (Å):
H: -0.895 -1.486 -0.649
N: -1.581 -0.758 -0.433
C: -0.906 0.272 -0.095
O: -1.512 1.394 0.294
N: 0.468 0.388 0.094
N: 1.217 -0.806 -0.127
H: -0.782 1.952 0.684
H: 0.850 1.201 -0.393
H: 0.931 -1.511 0.561
H: 2.209 -0.646 0.065

HOMO-LUMO gap (eV): 9.60
Spin multiplicity: 1
SMILES: [H]/N=C(/O)NN

=====

Below is a cluster of 3 separate species, C5H14N3 in total, with properties calculated with wB97M-V/def2-TZVPD.

Geometry (Å):
C: 2.083 0.995 -1.541
C: 0.985 0.023 -1.187
C: 0.189 -0.546 -2.204
C: -0.984 -0.399 1.242
N: -4.187 0.539 -0.007
C: -3.263 -0.151 0.578
N: -1.968 -0.156 0.154
N: 2.699 -0.375 2.419
H: 1.764 1.947 -1.173
H: 2.202 1.176 -2.663
H: 3.028 0.949 -0.993
H: 0.895 -0.392 -0.147
H: 0.269 -0.199 -3.249
H: -0.646 -1.259 -1.963
H: -0.570 0.550 1.544
H: -0.320 -1.256 1.050
H: -4.170 0.243 -0.989
H: -3.653 -0.862 1.434
H: -1.939 0.705 -0.455
H: 1.672 -0.485 2.327
H: 2.898 0.266 3.184
H: 3.018 -1.312 2.641

HOMO-LUMO gap (eV): 4.26
Spin multiplicity: 1
Net charge: +1

=====

These records have energy above the lowest of the compared OMol25 structures with the same formula, charge and spin values of 36.21, 0.00, 319.96, 265.83, 103.69, 929.09 kJ/mol, in the order they appear.
These records have maximum force values of 0.8, 0.5, 3.8, 1.3, 1.8, 6.5 eV/A, in the order they appear.